No. 1
Here is a molecular structure, C25H31BrIN2STi from the OMol25 dataset. Energies are from wB97M-V/def2-TZVPD.

## Properties
**Relative energy (zero: lowest compared OMol25 entry of this formula, charge and spin)**: 24.21 kcal per mole
**Frontier orbital gap**: 7.05 eV

The geometry in ORCA input format:
```
! RIJCOSX wB97M-V def2-TZVPD def2/J DEFGRID3
* xyz 1 1
Ti -0.1693 -0.9896 -0.3770
C -1.0385 -3.5183 4.1005
C -0.1447 -2.4130 3.4992
C 0.6001 -1.6165 4.6253
C -0.8406 -1.6351 2.4007
C -1.8512 -2.2034 1.6395
C -2.5431 -1.4530 0.6699
C -2.1863 -0.1304 0.3988
C -3.1205 0.6925 -0.4939
C -1.1486 0.4440 1.1945
C -0.4227 -0.3221 2.1925
H -0.4150 -4.0381 4.8631
H -1.4169 -4.3546 3.4235
H -1.8900 -3.0200 4.6447
H 0.6773 -2.9658 3.0546
H -0.0122 -0.8663 5.1292
H 1.3830 -1.0242 4.1717
H 0.9968 -2.3186 5.3555
H -2.0934 -3.2525 1.8702
H -3.3972 -1.8668 0.1610
H -3.4007 0.0159 -1.3709
H -2.6378 1.5168 -0.9294
H -4.0592 1.0334 0.0339
H -0.8782 1.5538 1.1904
H 0.4405 0.0867 2.6924
S 2.2314 -0.6670 -0.0680
C 1.9852 -2.3920 0.1171
C 2.9612 -3.3415 0.6281
C 2.5604 -4.6871 0.6728
C 1.2560 -5.0616 0.2025
C 0.2986 -4.1334 -0.0651
N 0.7102 -2.8501 -0.1981
H 3.8877 -2.9452 0.8868
H 3.2963 -5.4476 0.8835
H 1.0369 -6.1408 0.2240
H -0.7373 -4.3053 -0.2386
Br -1.1269 4.2041 0.9269
C -0.1865 5.6295 0.1645
C -0.9506 6.5320 -0.5384
C -0.3643 7.5934 -1.2088
C 1.0022 7.7738 -1.1636
C 1.7751 6.8913 -0.4281
C 1.1847 5.8048 0.2795
I 2.4378 4.2452 0.7872
H -2.0581 6.4008 -0.4365
H -0.9629 8.3362 -1.7994
H 1.5431 8.5263 -1.7761
H 2.8672 6.9558 -0.4818
C -0.9202 -0.5947 -4.2623
C 0.1777 -0.2755 -3.2399
C 1.2312 -1.3738 -3.5330
C 0.8291 1.0747 -3.4368
N -0.2854 -0.4314 -1.9633
H -0.6996 -0.1533 -5.2916
H -1.9067 -0.1617 -3.9740
H -1.0255 -1.6985 -4.3735
H 1.5528 -1.3043 -4.6024
H 0.7372 -2.3840 -3.3701
H 2.0884 -1.3230 -2.9218
H 1.4055 1.0719 -4.3712
H 1.5926 1.3633 -2.6922
H 0.1438 1.9142 -3.4781
*
```

Results of the Löwdin charge analysis, in e, for atoms 1 through 8: 0.760 -0.072 -0.353 -0.040 -0.203 -0.011 -0.033 -0.361

---

No. 2
Here is 2 unconnected molecules or ions with the total composition C25H31BrN2O4S from the OMol25 dataset. Energies are from wB97M-V/def2-TZVPD.

## Properties
**Frontier orbital gap**: 4.56 eV

The geometry in ORCA input format:
```
! RIJCOSX wB97M-V def2-TZVPD def2/J DEFGRID3
* xyz 0 1
C 5.9834 -1.5138 -3.4424
O 5.7425 -1.3975 -2.0170
C 4.4622 -1.1981 -1.6089
C 4.2365 -1.0148 -0.2224
C 2.9770 -0.7102 0.2330
C 1.8856 -0.5362 -0.6566
C 0.5766 -0.1397 -0.1822
C -0.3375 0.5506 -0.9567
C -1.8022 0.4943 -0.6627
N -2.6531 -0.5286 -1.4769
C -3.7662 0.2067 -2.2550
C -4.6544 -0.7932 -2.9560
N -4.1929 -2.1856 -2.7008
C -2.7926 -2.3323 -3.1812
C -1.8555 -1.3791 -2.4676
C -4.2398 -2.4472 -1.2347
C -3.3409 -1.4941 -0.4876
C 0.1767 1.6329 -1.8965
C -0.7921 2.2039 -2.9101
O 1.3191 2.0866 -1.8120
C 2.1205 -0.7788 -2.0329
C 3.3735 -1.1040 -2.5138
H 7.0688 -1.5719 -3.5262
H 5.5207 -2.4286 -3.8456
H 5.6059 -0.6339 -3.9873
H 5.0814 -1.1204 0.4533
H 2.8144 -0.5743 1.3003
H 0.3020 -0.4010 0.8477
H -1.9627 0.2257 0.3961
H -2.2836 1.4751 -0.8021
H -4.3192 0.8015 -1.5183
H -3.2671 0.8746 -2.9682
H -5.6861 -0.7218 -2.5896
H -4.6441 -0.6340 -4.0420
H -2.4967 -3.3749 -3.0083
H -2.7942 -2.1465 -4.2632
H -1.3678 -0.6947 -3.1734
H -1.0908 -1.9128 -1.8884
H -5.2827 -2.3241 -0.9186
H -3.9210 -3.4837 -1.0727
H -2.5283 -2.0161 0.0329
H -3.9023 -0.8648 0.2124
H -1.6174 2.7408 -2.4177
H -0.2447 2.9189 -3.5343
H -1.2153 1.4241 -3.5623
H 1.2959 -0.7053 -2.7427
H 3.5277 -1.2551 -3.5855
Br 0.5117 3.7232 2.4408
C 1.0272 1.9592 2.2084
S 1.9496 1.2071 3.4655
C 1.1496 1.4665 5.0616
C 1.5028 2.5741 5.8308
C 0.9141 2.7645 7.0831
C -0.0395 1.8581 7.5546
C -0.4021 0.7585 6.7714
C 0.1864 0.5621 5.5192
O 1.8405 -0.2274 3.2363
O 3.2672 1.7937 3.5673
H 1.3612 1.6742 1.2081
H 2.2444 3.2733 5.4520
H 1.2095 3.6239 7.6847
H -0.5057 2.0133 8.5281
H -1.1446 0.0463 7.1324
H -0.0912 -0.2888 4.9008
*
```

Results of the Löwdin charge analysis, in e, for atoms 1 through 8: -0.062 -0.078 -0.250 0.025 0.015 -0.200 0.017 -0.177

---

No. 3
Here is a molecular structure, C25H31BrN4O5PPt from the OMol25 dataset. Energies are from wB97M-V/def2-TZVPD.

## Properties
**Relative energy (zero: lowest compared OMol25 entry of this formula, charge and spin)**: 96.62 kcal per mole
**Frontier orbital gap (alpha / beta)**: 3.77 / 3.57 eV

The geometry in ORCA input format:
```
! RIJCOSX wB97M-V def2-TZVPD def2/J DEFGRID3
* xyz 3 1
Pt 0.2282 0.2096 -0.1319
O 2.0646 2.3514 4.7324
C 1.9274 1.1078 5.1167
C 2.2408 0.6846 6.4303
C 2.0923 -0.6270 6.8093
C 1.5795 -1.5650 5.9007
C 1.2421 -1.1744 4.6109
C 1.4442 0.1340 4.1802
C 1.1261 0.4692 2.7921
O 0.6209 -0.3900 2.0297
N 1.3440 1.7210 2.3655
N 0.8835 2.0170 1.2022
C 0.7857 3.2021 0.6952
C -0.0244 3.3830 -0.4742
C -0.2194 4.6449 -1.0511
C -1.1149 4.7720 -2.1010
C -1.8029 3.6462 -2.5293
C -1.5480 2.4183 -1.9139
N -0.6830 2.2928 -0.9266
H 2.3784 2.9424 5.4418
H 2.6107 1.4142 7.1379
H 2.3734 -0.9367 7.8053
H 1.4530 -2.5922 6.2055
H 0.8267 -1.8865 3.9118
H 1.2139 4.0681 1.1942
H 0.3196 5.5012 -0.6761
H -1.2856 5.7340 -2.5637
H -2.5290 3.7146 -3.3237
H -2.0748 1.5261 -2.2287
C 3.7458 -4.5914 0.9765
C 2.3912 -4.0310 0.7538
C 1.2222 -4.7697 0.9550
C -0.0212 -4.1922 0.7433
C -0.0482 -2.8660 0.3397
Br -1.6748 -1.8865 0.0763
N 1.0502 -2.1591 0.1235
C 2.2324 -2.7080 0.3319
H 3.7574 -5.6688 0.8290
H 4.0709 -4.4006 2.0019
H 4.4659 -4.1227 0.3109
H 1.2879 -5.7959 1.2886
H -0.9380 -4.7441 0.8901
H 3.0979 -2.0830 0.1725
C 1.1706 0.8685 -5.5706
C 0.1924 1.1895 -4.4622
O 0.7781 0.9980 -3.1450
P 0.9086 -0.3643 -2.3436
O 2.2615 -1.1097 -2.6762
C 3.6165 -0.6249 -2.6163
C 4.5326 -1.7574 -3.0403
O -0.1555 -1.3281 -2.9757
C -0.0219 -2.6974 -3.4334
C -0.3375 -2.7620 -4.9152
H 0.6659 0.9793 -6.5307
H 1.5256 -0.1575 -5.4919
H 2.0206 1.5454 -5.5356
H -0.7083 0.5747 -4.5393
H -0.0859 2.2470 -4.4700
H 3.8415 -0.2922 -1.6001
H 3.7098 0.2215 -3.2978
H 4.5128 -2.5794 -2.3303
H 5.5511 -1.3870 -3.1143
H 4.2325 -2.1327 -4.0131
H -0.7482 -3.2753 -2.8572
H 0.9875 -3.0603 -3.2339
H -1.2533 -2.2226 -5.1435
H -0.4821 -3.8016 -5.1969
H 0.4747 -2.3501 -5.5083
*
```

Results of the Löwdin charge analysis, in e, for atoms 1 through 8: 0.983 0.131 -0.222 0.029 0.000 -0.013 0.005 -0.052

---

So what do the calculations give for DFT total energy? Going down the list: -5199.89012; -4353.68517; -4600.11534 a.u..